# 1
ORCA calculation (ωB97M-V/def2-TZVPD) on a single C4H8O3 molecule.

Last column: Mulliken charge in e.
Cartesian coordinates (Å):
C 1.99928 0.25637 1.99520  -0.636
O 1.24865 -0.57157 1.08945  -0.342
C 0.29112 0.13188 0.47465  0.468
O 0.18603 1.33485 0.59754  -0.569
C -0.81934 -0.58500 -0.24105  -0.286
C -0.98286 -0.27667 -1.72987  -0.369
O -2.33887 0.12497 -1.86742  -0.516
H 1.31272 0.93376 2.50960  0.313
H 2.48953 -0.41776 2.69508  0.231
H 2.72896 0.85747 1.44522  0.270
H -0.97600 -1.64078 0.00809  0.319
H -1.56616 0.09528 0.17998  0.229
H -0.29746 0.53743 -1.99943  0.318
H -0.77790 -1.14812 -2.37108  0.280
H -2.49769 0.36789 -2.78595  0.291

Atoms 1-6, force components in eV/Å:
0.19 0.04 0.17
-0.25 0.09 -0.08
-0.12 0.60 0.01
0.59 -0.19 -0.20
-0.15 0.22 0.11
0.40 -0.07 0.07

Its SMILES is COC(=O)CCO. The value obtained for the energy above the lowest of the compared OMol25 structures with the same formula, charge and spin is 33.9 kcal/mol. The gap between HOMO and LUMO is 11.3 eV. The HOMO energy is -10.368 eV. The calculation puts the largest force on an atom at 1.204 eV/A.

***

# 2
ORCA calculation (ωB97M-V/def2-TZVPD) on a molecular structure, C4H8O3.

Last column: Mulliken charge in e.
Cartesian coordinates (Å):
C -0.89115 0.64132 -1.40091  -1.426
C -0.73467 -0.52667 -0.43869  0.541
O -0.16640 -1.60269 -1.14222  -0.554
C 0.11959 -0.18880 0.79429  0.457
O 0.51746 -1.19603 1.60046  -0.757
C 1.24035 0.76977 0.80387  -0.325
O 2.06207 0.55015 1.70868  -0.518
H -1.56142 0.36480 -2.21973  0.349
H -1.31791 1.51766 -0.89962  0.364
H 0.07386 0.91044 -1.84274  0.346
H -1.73086 -0.80940 -0.05941  0.243
H 0.06131 -2.26445 -0.47326  0.361
H -0.40156 0.69915 1.32361  0.125
H 1.53075 -0.58327 1.96172  0.401
H 1.23087 1.71194 0.26882  0.392

Atoms 1-6, force components in eV/Å:
0.04 0.05 0.01
-0.02 0.28 0.21
0.16 -0.20 0.15
0.05 0.72 -0.03
0.83 0.45 0.54
0.69 0.31 0.13

The value obtained for the energy above the lowest of the compared OMol25 structures with the same formula, charge and spin is 63.4 kcal/mol. The gap between HOMO and LUMO is 10.3 eV. The HOMO energy is -9.948 eV. The calculation puts the largest force on an atom at 2.207 eV/A.

***

# 3
ORCA calculation (ωB97M-V/def2-TZVPD) on a single C4H8O3 molecule.

Last column: Mulliken charge in e.
Cartesian coordinates (Å):
C -2.86189 0.18171 -0.41622  -0.592
O -2.18017 -0.93263 0.16037  -0.059
C -0.88943 -0.97064 0.28767  -0.281
O -0.34887 0.23698 0.09261  -0.203
C 0.91504 0.14002 0.78173  -0.336
C 1.94921 -0.01184 -0.28100  -0.400
O 3.19935 0.03019 0.35565  -0.500
H -2.42442 0.36060 -1.39894  0.279
H -3.88743 -0.16871 -0.48369  0.248
H -2.81252 1.08627 0.19353  0.250
H 1.00802 1.04149 1.38094  0.316
H 0.92124 -0.73316 1.44403  0.410
H 1.76894 -0.96776 -0.80203  0.276
H 1.77694 0.80746 -0.99173  0.285
H 3.86598 -0.09998 -0.32292  0.306

Atoms 1-6, force components in eV/Å:
-0.24 0.26 -0.22
-0.01 -0.49 -0.25
-0.64 -0.23 0.25
-0.26 -0.82 0.86
0.31 0.23 0.10
-0.26 0.11 -0.21

The value obtained for the energy above the lowest of the compared OMol25 structures with the same formula, charge and spin is 87.0 kcal/mol. The gap between HOMO and LUMO is 9.8 eV. The HOMO energy is -8.934 eV. The calculation puts the largest force on an atom at 1.215 eV/A.

***

# 4
ORCA calculation (ωB97M-V/def2-TZVPD) on 2 unconnected molecules or ions with the total composition C4H8O3S.

Last column: Mulliken charge in e.
Cartesian coordinates (Å):
C 0.66551 1.36520 1.75645  -0.422
C -0.28488 -0.68203 0.80144  -0.037
C -0.58172 -0.23930 -0.59815  0.258
C 0.26738 -0.46841 -1.78733  -0.327
H 0.99856 1.84126 2.92178  0.228
H -0.30224 1.77560 1.54745  0.232
H 1.55418 1.46051 0.95894  0.226
H -1.48924 -0.59762 -0.99939  0.285
H -1.52488 1.06566 0.46610  0.361
H 1.30250 0.24555 -1.74742  0.207
H -0.47317 -0.36871 -2.88259  0.257
H 0.76304 -2.30783 -0.86572  0.288
O 0.31396 -0.01037 1.75461  -0.324
O -1.00572 1.12474 -0.78949  -0.536
O 0.31412 -1.89324 -1.78486  -0.465
S -0.51740 -2.31103 1.24820  -0.231

Atoms 1-6, force components in eV/Å:
2.24 1.16 0.82
0.87 -3.54 0.51
-1.83 2.62 -1.76
0.88 -0.95 -2.24
-0.82 -2.15 -3.56
0.31 1.70 -0.52

The value obtained for the energy above the lowest of the compared OMol25 structures with the same formula, charge and spin is 182.1 kcal/mol. The gap between HOMO and LUMO is 7.8 eV. The HOMO energy is -8.869 eV. The calculation puts the largest force on an atom at 7.984 eV/A.

***

# 5
ORCA calculation (ωB97M-V/def2-TZVPD) on a molecular structure, C4H8O4.

Last column: Mulliken charge in e.
Cartesian coordinates (Å):
O 0.63922 1.70939 -0.69792  -0.497
C 0.83567 1.55914 0.60643  0.386
O 1.88142 1.21430 1.13005  -0.441
C -0.34553 0.26966 0.84665  -0.890
C 0.40069 -0.89915 0.36002  -0.686
C -0.67363 -1.86815 -0.11051  -0.041
O -1.34165 -2.49847 0.64557  -0.461
H 0.27780 2.30789 1.22810  0.385
H -0.58423 0.24534 1.90335  0.378
H -1.19400 0.50406 0.20445  0.545
H 1.07987 -1.41551 1.05367  0.528
H 1.06324 -0.62975 -0.44792  0.563
H -0.72624 -1.95426 -1.19012  0.386
H 0.09576 0.86640 -1.23853  0.319
H -0.92644 0.49310 -2.50174  0.204
O -0.48196 0.09601 -1.79154  -0.676

Atoms 1-6, force components in eV/Å:
1.51 2.21 3.55
1.01 2.85 -2.64
0.76 -0.69 0.95
-1.20 -1.48 1.14
1.12 -1.07 0.11
0.82 -0.31 -0.85

The value obtained for the energy above the lowest of the compared OMol25 structures with the same formula, charge and spin is 177.8 kcal/mol. The gap between HOMO and LUMO is 6.4 eV. The HOMO energy is -9.997 eV. The calculation puts the largest force on an atom at 4.441 eV/A.

***

# 6
ORCA calculation (ωB97M-V/def2-TZVPD) on a gas-phase ion, C4H8O4P2 (charge -2).

Last column: Mulliken charge in e.
Cartesian coordinates (Å):
C -0.66427 -0.31669 -1.07281  -1.550
C -0.15871 0.75377 1.11610  -1.602
C 0.44021 0.06185 -0.09075  0.876
C 1.27954 -1.17944 0.23175  -0.589
O 5.16563 0.97318 -1.15397  -0.699
O 5.19639 0.06494 1.30342  -0.687
O 3.50843 -2.63533 -0.52013  -0.665
O 3.39079 1.66714 0.55056  -0.616
P 2.86415 -1.27559 -0.52434  0.131
P 4.45753 0.74721 0.15765  0.789
H -1.32237 -1.02370 -0.65771  0.403
H -1.29506 0.42630 -1.57552  0.350
H 0.00754 -0.75526 -1.74594  0.376
H -0.75030 -0.03887 1.51474  0.389
H 0.59210 1.15985 1.78158  0.327
H -0.74656 1.62039 0.86592  0.375
H 1.23337 0.75984 -0.70142  0.231
H 0.88906 -2.25587 0.57809  0.162

Atoms 1-6, force components in eV/Å:
0.64 0.97 -0.22
1.07 0.35 -0.37
2.01 1.43 -0.88
1.22 -1.83 -0.85
-0.29 -0.34 0.49
-0.68 0.13 -1.37

The net charge is -2. The value obtained for the energy above the lowest of the compared OMol25 structures with the same formula, charge and spin is 34.4 kcal/mol. The gap between HOMO and LUMO is 6.3 eV. The HOMO energy is -0.309 eV. The calculation puts the largest force on an atom at 2.849 eV/A.

***

# 7
ORCA calculation (ωB97M-V/def2-TZVPD) on a single C4H8OS molecule.

Last column: Mulliken charge in e.
Cartesian coordinates (Å):
C -1.00152 0.45682 -0.76395  -0.690
C -0.02245 1.16985 0.23040  -0.531
C -0.34632 -0.88424 -0.47446  -0.362
C 0.76290 -0.17795 0.52032  -0.116
O -1.14343 -1.90710 0.18497  -0.571
S 2.34130 -0.35735 -0.29473  -0.243
H -1.99173 0.49878 -0.43323  0.323
H -0.83497 0.80426 -1.82321  0.204
H 0.66810 1.95841 -0.04435  0.317
H -0.41166 1.57111 1.19799  0.235
H 0.09971 -1.44393 -1.21999  0.549
H 0.63656 -0.59790 1.46598  0.440
H -1.68891 -1.49359 0.88381  0.330
H 2.93242 0.40285 0.57045  0.116

Atoms 1-6, force components in eV/Å:
2.60 1.08 -0.82
0.70 -0.38 1.85
-0.02 -0.25 3.53
-2.58 0.15 -3.75
-0.12 1.28 0.05
-0.43 -0.60 -0.18

Its SMILES is O[C@H]1CC[C@@H]1S. The value obtained for the energy above the lowest of the compared OMol25 structures with the same formula, charge and spin is 37.7 kcal/mol. The gap between HOMO and LUMO is 10.0 eV. The HOMO energy is -9.118 eV. The calculation puts the largest force on an atom at 4.559 eV/A.

***

# 8
ORCA calculation (ωB97M-V/def2-TZVPD) on a single C4H8OS molecule.

Last column: Mulliken charge in e.
Cartesian coordinates (Å):
C 1.13567 0.30149 -0.35081  -0.662
C -0.09328 0.03947 0.45033  0.170
C -1.26347 0.98221 0.20136  -0.742
C -0.83718 -1.20614 0.05123  -0.703
H 2.90465 -0.53183 -0.33322  0.301
H 1.48497 1.39015 -0.33170  0.291
H 0.81631 0.10679 -1.36383  0.394
H 0.05712 -0.00861 1.54885  0.369
H -1.14006 1.60828 -0.74446  0.296
H -1.44848 1.82449 0.94421  0.337
H -0.67011 -2.10378 0.67838  0.341
H -0.49890 -1.48847 -0.93761  0.296
O 2.12127 -0.55076 0.23641  -0.507
S -2.56851 -0.36330 -0.04915  -0.180

Atoms 1-6, force components in eV/Å:
0.55 1.39 1.25
-1.51 0.72 1.78
-0.63 2.69 -1.06
-0.43 -1.23 -0.45
-0.16 -0.11 0.27
-0.53 -1.21 0.21

Its SMILES is OCC1CSC1. The value obtained for the energy above the lowest of the compared OMol25 structures with the same formula, charge and spin is 33.0 kcal/mol. The gap between HOMO and LUMO is 9.4 eV. The HOMO energy is -8.621 eV. The calculation puts the largest force on an atom at 2.957 eV/A.

***

# 9
ORCA calculation (ωB97M-V/def2-TZVPD) on a molecular structure, C4H8OS.

Last column: Mulliken charge in e.
Cartesian coordinates (Å):
C 2.10209 -0.92731 0.20775  -1.291
C 0.84552 -0.40442 -0.42925  0.323
C 0.30548 1.29337 0.41345  -0.588
C -0.27413 -0.13630 0.53136  -0.133
H 2.96610 -0.75436 -0.39955  0.355
H 1.91954 -1.98597 0.47264  0.337
H 2.35293 -0.42550 1.21331  0.227
H 0.51625 -1.01289 -1.29081  0.436
H -0.40786 2.13959 0.26164  0.331
H 0.90597 1.52700 1.26575  0.249
H -0.11204 -0.55296 1.56894  0.309
H -1.83778 -1.38977 -0.63185  0.107
O 1.01655 0.93353 -0.74088  -0.446
S -2.01933 -0.24784 -0.05456  -0.216

Atoms 1-6, force components in eV/Å:
-0.25 -0.53 2.43
0.19 -2.11 -0.93
-2.27 0.99 0.23
-0.59 0.63 2.27
0.38 -0.29 -0.61
0.56 0.27 -0.34

The value obtained for the energy above the lowest of the compared OMol25 structures with the same formula, charge and spin is 37.4 kcal/mol. The gap between HOMO and LUMO is 10.2 eV. The HOMO energy is -9.289 eV. The calculation puts the largest force on an atom at 2.500 eV/A.

***

# 10
ORCA calculation (ωB97M-V/def2-TZVPD) on a single C4H8OS molecule.

Last column: Mulliken charge in e.
Cartesian coordinates (Å):
C -0.41992 -1.87929 -0.54481  -1.311
C -0.08447 -0.52140 0.10853  0.730
C -0.97370 0.03909 1.19019  -0.755
C -1.10603 0.50643 -0.22434  -0.064
H 0.29289 -2.74618 -0.38915  0.355
H -0.47170 -1.76952 -1.72884  0.253
H -1.35137 -2.27088 -0.30819  0.365
H 1.34363 1.15569 -0.47852  0.162
H -1.81017 -0.63905 1.46593  0.211
H -0.58876 0.70602 1.89908  0.320
H -1.91921 0.32093 -0.93258  0.333
H -1.14554 2.55484 -0.10914  0.282
O -0.55945 1.86341 -0.35365  -0.560
S 1.60191 -0.06801 0.01458  -0.320

Atoms 1-6, force components in eV/Å:
2.21 -0.15 -2.75
-0.83 -1.00 -0.92
-2.38 -2.66 -1.13
0.63 3.20 0.41
-0.42 1.33 0.18
0.35 0.03 2.37

Its SMILES is C[C@]1(S)C[C@H]1O. The value obtained for the energy above the lowest of the compared OMol25 structures with the same formula, charge and spin is 41.9 kcal/mol. The gap between HOMO and LUMO is 9.4 eV. The HOMO energy is -8.628 eV. The calculation puts the largest force on an atom at 3.739 eV/A.

***

# 11
ORCA calculation (ωB97M-V/def2-TZVPD) on a single C4H8OS molecule.

Last column: Mulliken charge in e.
Cartesian coordinates (Å):
C 0.01313 -2.02524 2.01448  -0.699
C 0.25780 0.26742 -0.59793  0.260
C 0.30574 -0.67589 -1.77252  -0.791
C -0.45673 2.30012 0.23946  -0.674
O -0.37965 1.35177 -0.75612  -0.232
S -0.05521 -0.48772 1.36081  -0.134
H 0.89462 -2.31331 2.48792  0.259
H -0.58625 -2.83927 1.94767  0.334
H -0.14527 -1.72405 -1.54548  0.253
H 1.31741 -0.76919 -2.17656  0.271
H -0.31785 -0.13315 -2.57887  0.240
H -0.40999 3.23929 -0.38246  0.239
H 0.52552 2.11828 0.72411  0.420
H -1.35689 2.28269 0.84452  0.254

Atoms 1-6, force components in eV/Å:
0.99 3.42 -0.88
0.64 -2.58 1.36
-2.23 0.60 -1.19
2.23 2.18 -0.11
-1.59 -1.42 -3.31
0.07 -0.89 1.22

The value obtained for the energy above the lowest of the compared OMol25 structures with the same formula, charge and spin is 119.4 kcal/mol. The gap between HOMO and LUMO (spin up / spin down) is 7.1 / 7.2 eV. The HOMO energy (spin up / spin down) is -7.265 / -7.270 eV. The calculation puts the largest force on an atom at 3.942 eV/A.

***

# 12
ORCA calculation (ωB97M-V/def2-TZVPD) on a single C4H8OS molecule.

Last column: Mulliken charge in e.
Cartesian coordinates (Å):
C 1.46081 -0.22720 -0.66292  -1.075
C 0.46856 0.36853 0.33307  0.312
C -0.71362 -0.51965 0.73362  -0.555
C -1.77181 -0.52834 -0.32049  -0.322
H 1.86532 -1.18961 -0.18715  0.306
H 0.92610 -0.44883 -1.60954  0.272
H 2.30907 0.49060 -0.86381  0.306
H 1.00289 0.45617 1.29892  0.234
H 0.54565 2.35117 0.16926  0.326
H -0.35209 -1.56242 0.86157  0.268
H -1.05725 -0.21137 1.71583  0.344
H -1.57818 -1.05224 -1.20558  0.318
O -0.04447 1.65139 -0.06062  -0.526
S -3.06098 0.42179 -0.20217  -0.208

Atoms 1-6, force components in eV/Å:
0.21 -0.54 0.13
0.79 0.62 1.09
0.34 -1.29 -0.48
-0.44 1.66 1.71
-0.42 1.31 -0.93
0.56 0.00 0.39

Its SMILES is C[C@@H](O)CC=S. The value obtained for the energy above the lowest of the compared OMol25 structures with the same formula, charge and spin is 27.0 kcal/mol. The gap between HOMO and LUMO is 8.5 eV. The HOMO energy is -8.424 eV. The calculation puts the largest force on an atom at 2.418 eV/A.

***

| no. | E_tot (eV) |
| --- | --- |
| 1 | -10419.53139 |
| 2 | -10418.25441 |
| 3 | -10417.23262 |
| 4 | -21247.82088 |
| 5 | -12461.45053 |
| 6 | -31046.28719 |
| 7 | -17158.81359 |
| 8 | -17159.01887 |
| 9 | -17158.82757 |
| 10 | -17158.63296 |
| 11 | -17155.27335 |
| 12 | -17159.27978 |